Density functional theory data (ωB97M-V/def2-TZVPD) for a structure of composition CH4Cl2N2O4S2 in a non-equilibrium geometry.

Positions of all 15 atoms, in Å:
C: -2.44 0.30 0.82
N: 2.00 -0.11 -0.86
N: 0.28 1.16 0.88
O: 1.32 -2.49 -1.06
O: 1.31 -1.49 1.16
O: -1.00 1.66 -1.03
O: -0.40 -0.76 -0.73
S: 1.13 -1.38 -0.26
S: -0.98 0.61 -0.05
Cl: -2.08 -1.39 1.20
Cl: -3.74 0.30 -0.42
H: 1.72 0.75 -0.52
H: 2.00 -0.15 -1.86
H: 0.37 2.24 0.93
H: 0.52 0.73 1.80

E_LUMO: -0.2 eV
Frontier orbital gap: 0.3261 hartree
Molecular weight: 243.09 g/mol
Highest occupied orbital energy: -9.0 eV
E: -2167.5754 hartree